{"formula": "C19H27ClN4O3", "method": "the ωB97M-V functional and the def2-TZVPD basis", "lumo_energy_ev": 0.09, "de_lowest_kcal_mol": 414.98, "gap_ev": 8.65, "e_homo_ev": -8.57, "smiles": "O=C(CN1CCN(Cc2ccc(Cl)cc2)C1=O)NCCCN1CCOCC1", "species": ["O", "C", "C", "N", "C", "C", "N", "C", "C", "C", "C", "C", "Cl", "C", "C", "C", "O", "N", "C", "C", "C", "N", "C", "C", "O", "C", "C", "H", "H", "H", "H", "H", "H", "H", "H", "H", "H", "H", "H", "H", "H", "H", "H", "H", "H", "H", "H", "H", "H", "H", "H", "H", "H", "H"], "positions_angstrom": [[1.245, 3.988, -0.193], [0.893, 3.069, -0.946], [-0.637, 3.281, -1.577], [-1.656, 2.355, -0.566], [-2.058, 3.100, 0.427], [-2.660, 1.719, 1.300], [-2.138, 0.663, 0.509], [-2.479, -0.626, 0.951], [-3.952, -1.060, 0.473], [-4.266, -1.032, -0.857], [-5.490, -0.964, -1.252], [-6.510, -1.329, -0.523], [-8.303, -1.517, -0.638], [-6.256, -1.283, 1.271], [-4.969, -1.054, 1.437], [-1.457, 0.995, -0.459], [-0.932, 0.374, -1.351], [1.533, 2.012, -1.229], [2.592, 1.338, -0.645], [2.157, 0.618, 0.811], [3.318, -0.234, 1.420], [3.885, -0.990, 0.110], [2.985, -2.131, -0.084], [3.628, -3.035, -1.155], [4.797, -3.333, -0.990], [5.769, -2.511, -0.763], [5.270, -1.397, 0.560], [-0.833, 4.211, -1.718], [-0.620, 2.563, -2.430], [-1.397, 3.511, 1.166], [-2.771, 3.848, 0.234], [-3.697, 1.659, 1.133], [-2.525, 1.877, 2.282], [-2.501, -0.777, 1.933], [-1.665, -1.379, 0.371], [-3.490, -0.976, -1.557], [-5.862, -1.237, -2.313], [-6.966, -1.513, 1.886], [-4.844, -0.943, 2.572], [0.881, 1.139, -1.637], [3.200, 2.441, -0.233], [3.187, 0.713, -1.157], [1.820, 1.427, 1.728], [1.377, 0.212, 0.280], [4.100, 0.679, 1.658], [3.123, -0.534, 2.231], [2.008, -1.764, -0.133], [2.926, -2.793, 0.825], [2.929, -3.687, -1.277], [3.679, -2.273, -2.127], [6.771, -2.903, -0.385], [5.760, -1.751, -1.469], [5.898, -0.640, 0.526], [5.203, -2.128, 1.569]]}